1.
{
  "formula": "C30H39NOPdSeTe",
  "method": "ωB97M-V with the def2-TZVPD basis set",
  "s_squared": 0.8629,
  "total_energy_ha": -4093.908992,
  "charge": -1,
  "spin_multiplicity": 2,
  "homo_lumo_gap_ha": [0.247, 0.231],
  "mol_weight_g_mol": 742.63,
  "species": ["Pd", "C", "C", "C", "C", "C", "C", "C", "C", "C", "C", "H", "H", "H", "H", "H", "H", "H", "H", "H", "H", "H", "H", "H", "H", "Se", "C", "C", "O", "N", "Te", "C", "C", "C", "C", "C", "C", "C", "C", "C", "C", "C", "C", "C", "C", "C", "C", "C", "C", "H", "H", "H", "H", "H", "H", "H", "H", "H", "H", "H", "H", "H", "H", "H", "H", "H", "H", "H", "H", "H", "H", "H", "H", "H"],
  "xyz": [[-1.521, 2.510, 1.320], [1.834, 3.154, 1.431], [1.202, 4.457, 0.936], [1.075, 5.458, 2.077], [-0.102, 4.215, 0.192], [-0.052, 3.534, -1.046], [-1.152, 3.439, -1.864], [-2.381, 4.010, -1.497], [-3.586, 3.856, -2.383], [-2.449, 4.667, -0.288], [-1.328, 4.777, 0.560], [2.853, 3.336, 1.782], [1.866, 2.396, 0.646], [1.247, 2.746, 2.257], [1.876, 4.889, 0.186], [0.413, 5.075, 2.859], [0.687, 6.419, 1.733], [2.054, 5.626, 2.529], [0.879, 3.065, -1.342], [-1.076, 2.892, -2.797], [-3.439, 4.356, -3.343], [-4.471, 4.280, -1.910], [-3.783, 2.802, -2.584], [-3.389, 5.098, 0.035], [-1.410, 5.356, 1.468], [-1.499, 3.094, 3.616], [-3.242, 0.036, 3.160], [-2.849, -0.170, 1.702], [-3.297, -1.138, 1.057], [-1.993, 0.694, 1.183], [-0.002, -0.341, -0.709], [1.230, -1.536, -2.020], [0.783, -1.864, -3.306], [-0.568, -1.460, -3.849], [1.608, -2.601, -4.160], [2.865, -3.030, -3.776], [3.747, -3.823, -4.703], [3.299, -2.698, -2.497], [2.513, -1.958, -1.621], [3.078, -1.633, -0.266], [-0.127, -1.820, 0.809], [0.401, -1.574, 2.081], [1.029, -0.266, 2.470], [0.299, -2.571, 3.051], [-0.318, -3.786, 2.794], [-0.423, -4.850, 3.855], [-0.864, -3.988, 1.536], [-0.798, -3.019, 0.541], [-1.510, -3.269, -0.760], [-3.803, -0.838, 3.490], [-3.853, 0.932, 3.270], [-2.354, 0.170, 3.779], [-1.266, -1.203, -3.056], [-0.994, -2.273, -4.440], [-0.472, -0.592, -4.507], [1.240, -2.854, -5.151], [3.216, -4.089, -5.618], [4.087, -4.745, -4.228], [4.635, -3.253, -4.982], [4.283, -3.023, -2.171], [4.115, -1.966, -0.198], [2.506, -2.114, 0.530], [3.041, -0.558, -0.080], [1.800, 0.040, 1.762], [1.472, -0.338, 3.464], [0.274, 0.523, 2.483], [0.705, -2.379, 4.039], [0.017, -4.511, 4.794], [0.092, -5.764, 3.551], [-1.466, -5.109, 4.045], [-1.391, -4.915, 1.327], [-2.018, -4.233, -0.730], [-0.821, -3.267, -1.607], [-2.257, -2.486, -0.909]],
  "lowdin_charge": [0.414, -0.084, -0.388, -0.091, -0.276, -0.080, -0.061, -0.296, -0.053, -0.064, -0.164, 0.079, 0.052, 0.031, 0.136, 0.022, 0.079, 0.078, 0.105, 0.113, 0.076, 0.072, 0.083, 0.112, 0.079, 0.025, -0.075, -0.735, -0.060, -0.141, 1.444, -0.400, -0.324, -0.100, -0.033, -0.282, -0.062, -0.030, -0.293, -0.075, -0.412, -0.315, -0.093, -0.020, -0.273, -0.061, -0.020, -0.293, -0.074, 0.067, 0.048, 0.035, 0.011, 0.076, 0.080, 0.111, 0.068, 0.075, 0.076, 0.111, 0.072, 0.071, 0.057, 0.036, 0.079, 0.023, 0.108, 0.067, 0.074, 0.076, 0.113, 0.074, 0.058, 0.064]
}

---

2.
{
  "formula": "C23H42N6O4ScSi",
  "method": "ωB97M-V with the def2-TZVPD basis set",
  "total_energy_ha": -2581.246611,
  "charge": 1,
  "homo_lumo_gap_ha": 0.290,
  "e_above_lowest_kj_mol": 29.53,
  "mol_weight_g_mol": 539.67,
  "species": ["Sc", "N", "C", "C", "C", "C", "N", "H", "H", "H", "H", "H", "H", "H", "H", "H", "H", "H", "H", "C", "Si", "C", "C", "N", "C", "C", "C", "C", "C", "C", "O", "C", "C", "C", "C", "C", "C", "H", "H", "H", "H", "H", "H", "H", "H", "H", "H", "H", "H", "H", "H", "H", "H", "H", "H", "N", "C", "C", "C", "C", "N", "H", "H", "H", "H", "H", "H", "H", "H", "H", "H", "H", "H", "O", "N", "O", "O"],
  "xyz": [[-0.426, -0.387, 0.236], [1.408, 0.940, -0.995], [1.510, 1.600, -2.313], [1.023, 3.054, -2.306], [-0.347, 3.294, -2.943], [-1.547, 2.878, -2.111], [-1.582, 1.429, -1.837], [1.999, 1.453, -0.345], [1.822, 0.011, -1.074], [0.934, 1.015, -3.030], [2.548, 1.572, -2.654], [1.750, 3.658, -2.850], [1.031, 3.444, -1.281], [-0.383, 2.787, -3.914], [-0.453, 4.359, -3.156], [-2.454, 3.206, -2.628], [-1.527, 3.418, -1.159], [-1.462, 0.937, -2.717], [-2.511, 1.172, -1.524], [-0.804, -1.612, -2.985], [0.459, -2.683, -2.082], [-0.317, -4.381, -1.850], [1.962, -2.779, -3.212], [0.867, -1.856, -0.590], [1.812, -2.391, 0.270], [2.449, -3.639, 0.149], [3.346, -4.094, 1.100], [3.654, -3.339, 2.223], [3.061, -2.096, 2.375], [2.189, -1.653, 1.402], [1.546, -0.387, 1.510], [2.315, 0.634, 2.074], [1.807, 1.320, 3.165], [2.529, 2.375, 3.708], [3.756, 2.727, 3.166], [4.263, 2.018, 2.085], [3.548, 0.966, 1.533], [-1.125, -2.165, -3.871], [-0.355, -0.684, -3.344], [-1.712, -1.380, -2.423], [-0.606, -4.785, -2.823], [-1.215, -4.316, -1.234], [0.348, -5.108, -1.384], [1.694, -3.262, -4.154], [2.789, -3.339, -2.776], [2.334, -1.779, -3.452], [2.233, -4.264, -0.705], [3.810, -5.063, 0.963], [4.346, -3.707, 2.967], [3.288, -1.469, 3.228], [0.862, 1.017, 3.594], [2.137, 2.909, 4.563], [4.322, 3.544, 3.593], [5.228, 2.280, 1.671], [3.948, 0.386, 0.711], [-0.991, -0.893, 2.536], [-1.764, -0.206, 3.605], [-2.851, 0.732, 3.098], [-2.396, 2.154, 2.756], [-1.954, 2.408, 1.324], [-0.638, 1.812, 0.993], [-1.470, -1.768, 2.332], [-0.099, -1.187, 2.926], [-1.070, 0.358, 4.232], [-2.215, -0.959, 4.254], [-3.594, 0.803, 3.894], [-3.365, 0.288, 2.241], [-1.604, 2.470, 3.446], [-3.228, 2.835, 2.940], [-1.921, 3.489, 1.164], [-2.696, 1.996, 0.639], [0.040, 2.087, 1.701], [-0.309, 2.210, 0.117], [-1.697, -2.292, 0.297], [-2.763, -1.672, 0.013], [-3.828, -2.186, -0.119], [-2.579, -0.407, -0.130]],
  "lowdin_charge": [1.121, -0.010, -0.224, -0.177, -0.192, -0.247, 0.012, 0.068, 0.058, 0.092, 0.119, 0.113, 0.112, 0.120, 0.118, 0.122, 0.095, 0.060, 0.064, -0.151, 0.423, -0.150, -0.154, -0.182, -0.289, -0.027, -0.069, -0.077, -0.014, -0.205, -0.142, -0.294, -0.022, -0.051, -0.063, -0.045, -0.016, 0.052, 0.009, 0.018, 0.040, 0.026, 0.027, 0.040, 0.027, 0.027, 0.082, 0.112, 0.108, 0.127, 0.098, 0.115, 0.113, 0.117, 0.137, 0.003, -0.207, -0.172, -0.174, -0.234, -0.011, 0.086, 0.091, 0.104, 0.123, 0.119, 0.110, 0.116, 0.120, 0.119, 0.103, 0.078, 0.036, -0.090, -0.513, 0.165, -0.143]
}

---

3.
{
  "formula": "C3H7NO2",
  "method": "ωB97M-V with the def2-TZVPD basis set",
  "total_energy_ha": -323.703375,
  "charge": 0,
  "homo_lumo_gap_ha": 0.382,
  "smiles": "CC=O.NC=O",
  "e_above_lowest_kj_mol": 203.72,
  "mol_weight_g_mol": 89.09,
  "species": ["C", "C", "O", "H", "H", "H", "H", "N", "C", "O", "H", "H", "H"],
  "xyz": [[0.554, -0.471, -2.091], [-0.173, 0.817, -1.580], [-1.174, 0.906, -0.870], [1.151, -0.933, -1.324], [-0.247, -1.137, -2.557], [1.337, -0.040, -2.787], [0.013, 1.709, -2.221], [-0.720, -0.789, 1.144], [0.437, -0.604, 1.876], [1.116, 0.442, 1.789], [-1.365, -0.142, 0.784], [-1.002, -1.737, 0.905], [0.707, -1.433, 2.608]],
  "nbo_charge": [-0.731, 0.460, -0.551, 0.245, 0.248, 0.225, 0.111, -0.847, 0.511, -0.604, 0.431, 0.378, 0.123]
}

---

Look up the charge of the second one. +1

---

Which of these has the lowest charge? C30H39NOPdSeTe

---

The lowest charge belongs to which entry? C30H39NOPdSeTe